(1)
Molecular formula: C36H90O9
Method: DFT, ωB97M-V/def2-TZVPD

XYZ file:
```
135
Properties=species:S:1:pos:R:3:forces:R:3
O -1.39993 -5.64717 1.23095 -1.008 -0.044 -0.153
H -2.26430 -0.99288 5.74532 0.281 -0.349 -0.204
C -3.50145 2.66048 1.15237 0.084 -0.186 -0.323
H 3.19287 2.31027 -0.33714 -0.045 -0.054 0.764
H 1.64759 3.05011 3.91065 -0.273 0.195 -0.326
H -3.63893 -0.89132 4.68609 -0.221 0.351 0.109
H 1.41955 1.59150 2.90390 -0.117 0.040 -0.019
C 2.46868 -3.75998 4.54001 -0.952 -0.035 0.439
C -2.57019 -0.68543 4.74532 -0.648 -0.394 0.045
C -0.65466 -6.58469 3.29735 -0.125 -0.597 -0.347
H -1.15623 -7.48127 2.93313 -0.374 -0.068 0.212
H 0.12252 -2.97159 -0.95657 -0.019 0.079 -0.106
H 0.58805 3.80299 -4.20306 -0.697 0.245 0.051
H 0.34604 -1.03577 -2.46694 -0.216 0.403 -0.186
C 1.18693 2.06362 3.85840 0.259 -0.498 0.530
H 3.58567 -7.97883 5.74890 0.185 0.072 -0.255
C 4.23726 -1.22666 1.42047 -0.746 0.925 0.904
H -1.04453 -5.31273 -1.30776 0.004 0.131 0.111
C -1.94647 5.46442 -1.96716 -0.047 0.479 -0.079
H 3.59574 -6.74843 6.97942 -0.452 -0.117 0.300
H -3.06527 -4.36557 0.79934 -0.122 -0.307 0.295
H -2.45496 -3.25434 -5.30149 -0.083 -0.196 0.065
C -2.05608 -4.60943 0.46744 1.550 -0.265 0.736
H 0.45916 2.41064 -5.31220 -0.087 -0.210 0.140
O 2.47941 -4.87629 5.44530 0.185 1.250 0.403
H -0.74899 6.29745 -3.55588 -0.070 -0.138 -0.342
C 3.41440 -0.23104 0.60595 1.130 -0.894 -0.455
O 0.30479 0.43302 0.16843 -1.355 -0.639 0.250
H 1.81643 -4.07177 3.72425 0.474 -0.017 -0.733
H 5.58702 1.52380 -1.92984 0.254 0.151 -0.053
H 1.22324 -1.96082 -3.67088 -0.008 -0.285 -0.278
H -5.15312 1.89913 0.00283 -0.019 -0.112 -0.341
H -0.85018 7.30606 -2.18201 0.358 0.242 0.528
H 1.04762 -3.92861 -2.13359 0.056 -0.151 0.263
H -1.52303 3.53942 -6.02849 -0.052 -0.415 0.166
H -2.88488 5.97871 -2.17455 0.029 0.150 -0.325
H -0.77749 -4.46685 2.74235 0.059 0.225 0.496
H 3.47008 -3.47127 4.22071 0.158 -0.312 -0.166
H -1.43453 -3.72439 0.60338 -0.060 0.510 0.238
C 0.44585 -1.34063 1.79271 0.311 -0.191 -0.005
C 0.24582 1.95165 -1.64633 -0.199 -0.464 0.384
H 2.72153 2.99348 -4.35475 0.358 -0.118 -0.114
H -1.40918 0.75266 -1.01289 -0.171 -0.270 0.388
C -1.60998 5.21190 -7.31327 0.777 1.483 -0.516
H 0.68963 1.21611 -2.31723 -0.101 -0.341 0.085
H 4.61590 2.85183 -2.52456 -0.279 0.060 0.147
C -0.99518 4.48875 -6.11927 -0.893 -0.847 -0.562
H -3.19724 -2.42257 -3.93949 -0.469 0.213 -0.300
O 4.35678 0.55205 -0.11358 -0.529 0.744 -0.156
H -2.32748 -5.29955 3.06944 -0.218 0.216 -0.029
H -2.77624 -5.65990 -1.26350 0.001 -0.040 -0.064
H -2.15483 -1.31745 3.96038 0.460 0.129 0.131
O -0.77511 -2.55099 -3.32696 0.255 0.398 -0.587
H 2.85848 -0.83112 -0.11443 -0.642 0.333 -0.104
H -0.74957 2.79553 3.45336 -0.724 -0.342 -0.261
H 4.77672 -0.64322 2.16658 0.732 -0.109 -0.274
H -5.08036 1.15914 1.56526 0.178 -0.134 0.349
H 2.96202 -6.30834 4.09115 0.299 0.067 -0.496
H 0.85460 -0.75910 2.61905 -0.133 0.036 0.044
H 0.37350 -6.78880 2.99847 0.192 0.653 0.079
H -1.92915 5.40253 -0.87906 0.262 -0.433 -0.002
C 0.89266 -2.92931 -1.72676 0.364 -0.109 -0.611
C 1.76102 -2.53270 5.14072 0.462 -0.797 0.267
H 4.35941 -5.65845 5.02634 0.135 0.177 -0.244
H 4.86039 -1.85510 0.78417 0.042 0.152 0.220
C -0.29268 2.13416 4.18954 0.651 0.435 0.495
H -3.87959 3.42524 1.83079 -0.492 -0.214 -0.033
H 1.08942 2.46316 -1.18287 -0.256 0.494 -0.201
H -0.32959 2.65536 5.14614 -0.390 0.174 0.246
C 0.84308 3.42375 -5.19263 0.813 0.370 -0.512
H -4.80218 -1.26122 1.99725 -0.075 0.575 -0.304
H -0.16750 -2.14613 2.19653 0.015 -0.049 0.264
H 2.96572 1.16280 -1.55706 0.307 -0.437 -0.457
C 3.74456 1.56365 -0.90835 0.725 0.737 -0.167
C 4.89669 2.30912 -1.62193 -0.333 -0.986 -0.003
H 2.05238 -7.28321 6.16317 0.017 0.256 0.280
C -0.45719 -0.49584 0.91375 0.702 -1.188 1.289
H -3.20762 3.16842 0.23381 0.184 0.072 0.025
C 3.11007 -7.04538 6.04988 0.336 -0.531 0.497
H -0.53979 -1.70418 -5.17425 0.023 0.252 -0.198
H -1.98765 4.49488 -2.46354 0.050 -0.141 0.347
H -1.52899 -0.76203 -3.99021 0.622 0.525 0.049
H 1.83472 -1.67837 4.46781 -0.071 -0.132 -0.122
H -2.78561 1.27429 3.79107 -0.124 -0.157 -0.471
H 2.87963 5.82377 -0.92843 0.018 -0.224 0.085
C 3.30879 -5.94692 5.05926 -0.683 -0.087 -0.463
H 1.29100 -1.81235 1.29140 -0.117 0.034 -0.324
H -2.66355 5.08762 -7.56356 -0.066 -0.459 0.729
O -3.62014 0.46426 0.22075 -0.879 0.762 -0.202
C 0.46991 -2.03413 -2.88652 -0.335 -0.297 1.630
H 1.68806 1.52935 4.66558 0.075 -0.392 -0.112
C -2.24021 0.77547 4.59220 -0.462 -0.044 -0.530
H 3.58356 -1.81389 2.06540 -0.204 -0.440 -0.353
H 2.69155 4.40081 -1.99502 0.236 0.024 -0.014
C -4.27607 -1.62426 1.11436 0.901 -1.239 0.100
C 2.34441 3.48262 -5.25287 0.155 -0.334 0.072
H 2.23028 -2.24504 6.08155 -0.123 -0.035 0.105
C -1.33080 -5.40036 2.63984 0.419 -0.117 -0.935
H -1.16433 5.00486 -5.17422 -0.108 0.325 -0.007
H -2.59439 2.26930 1.61317 -0.084 -0.189 -0.009
H -5.32591 -0.62744 -0.40758 -0.061 0.439 -0.434
H -3.72307 -1.14112 -0.98341 -0.041 -0.431 0.219
H -3.22675 -1.75111 1.38071 0.061 -0.074 0.321
H -0.74218 -6.55231 4.38335 0.116 0.080 -0.041
H -3.02136 -1.64775 -5.61397 -0.284 0.192 0.381
H -2.21346 -3.99336 -1.51647 0.020 -0.104 -0.310
H -1.08936 -1.17565 0.34251 0.172 0.077 -1.001
C -2.01474 -4.92848 -0.99287 -0.421 -0.271 -0.264
H 1.66715 7.22651 -2.50984 0.032 0.163 -0.007
H 3.73135 5.81002 -2.46501 0.129 -0.305 -0.024
C -4.45454 1.52551 0.75149 0.673 -0.271 0.042
C 2.82150 5.48253 -1.96201 -0.326 0.533 0.227
H -1.17608 -0.11739 1.64044 -0.114 1.200 -0.167
H -1.10770 5.06259 -8.26905 0.374 -0.672 0.176
H 2.66599 4.52409 -5.24737 0.021 -0.019 0.019
H -0.95642 2.04445 0.15149 -0.296 -0.025 -0.038
H -0.38092 2.57380 -2.28526 0.151 0.417 0.295
H -4.66221 -2.63231 0.96326 -0.125 -0.056 -0.320
O 0.38438 4.22615 -6.26553 -0.560 0.430 0.132
H 5.40520 2.98323 -0.93266 -0.030 -0.060 -0.029
H 2.72586 3.01048 -6.15823 0.104 -0.060 0.113
C -0.58568 1.28147 -0.53299 1.293 0.915 -1.379
H -2.61149 1.27683 5.48601 0.608 0.377 0.465
C -0.74598 6.25903 -2.46656 -0.846 -0.116 -0.556
O 0.41840 5.63167 -2.02508 1.685 0.266 -0.632
H 1.81952 -2.58117 -1.27087 0.031 0.008 -0.034
O -0.86040 0.84480 4.34042 0.635 0.417 -0.213
C 1.64971 6.14555 -2.64885 -0.722 -0.342 1.058
H 1.76229 5.94348 -3.71402 -0.814 -0.146 -0.248
H 2.76659 0.40680 1.20727 -0.152 -0.139 0.024
H -1.46672 6.28490 -7.18586 -0.140 0.223 0.156
C -1.28528 -1.75019 -4.38039 0.087 0.250 0.503
C -4.28236 -0.76754 -0.12566 -0.428 1.092 0.985
H 0.71371 -2.79181 5.29594 -0.016 0.251 0.160
C -2.59305 -2.27881 -4.83525 -0.002 -1.213 -0.497
```
Positions in Å, forces in eV/Å.

Values from the calculation:
Largest force on an atom = 2.10 eV Å⁻¹
Frontier orbital gap = 10.0 eV
E_tot = -57214.3320 eV
Total charge = 0
Spin multiplicity = 1
LUMO energy = 0.022 hartree
Molecular weight = 667.11 g mol⁻¹

***

(2)
Molecular formula: C36H92BaF3LiN6O15S
Method: DFT, ωB97M-V/def2-TZVPD

XYZ file:
```
155
Properties=species:S:1:pos:R:3:forces:R:3
O 3.99177 -1.14946 1.51764 0.066 -0.330 0.448
H -3.68032 -1.67748 0.35118 0.096 0.026 0.054
H -0.06801 3.34665 4.25991 0.167 0.095 0.463
C 1.33031 1.80284 -3.35453 -0.789 0.110 -0.351
H 5.21626 2.40308 -6.08338 0.142 -0.391 0.004
H 1.37218 0.70676 -3.38824 0.612 0.030 0.351
H 4.70399 3.22347 1.71194 0.080 0.113 -0.079
H -5.35390 1.86511 0.29980 0.192 0.062 0.019
H 0.92683 4.04950 -5.99388 0.051 -0.157 -0.050
C -2.08951 0.14570 -2.78374 -0.073 -1.496 -1.670
H -1.51432 -3.85004 -6.16486 -0.001 0.093 0.002
H 0.96233 4.37573 -4.28219 -0.308 -0.069 0.175
C 0.04121 -2.36972 -6.22667 1.922 -0.185 -0.403
H -0.38875 3.41392 -5.02758 -0.091 0.363 0.274
O -0.27835 4.74797 2.78978 -0.060 0.080 0.246
H 3.65522 0.05851 -0.16224 -0.466 0.039 0.092
H -4.37485 -4.32609 2.62497 0.108 0.109 -0.206
H -4.46690 1.05319 -3.27984 0.224 0.152 -0.035
H 3.12602 1.89467 -7.11172 -0.065 0.119 -0.083
H -3.57698 1.84598 4.77393 0.056 -0.009 -0.069
C 4.20026 0.04989 0.78162 0.902 0.226 0.412
N 4.45581 1.16507 3.03271 1.061 -0.708 -0.377
S -0.13678 -0.43658 2.43568 0.090 1.256 0.376
C -0.65358 -3.15692 -2.64158 0.329 1.370 -0.379
H -4.93031 -2.10796 -0.78553 0.306 -0.099 -0.465
C 3.91912 4.36581 -4.57884 -0.165 -0.182 -0.186
H -2.56146 -0.57238 -2.10634 -0.013 0.558 0.637
H 1.03228 -5.62509 4.17104 0.579 0.076 -0.049
H 1.09576 0.25920 -5.59189 0.358 0.238 -0.019
C 3.86086 2.84283 -4.50132 0.543 -0.929 0.194
H -5.67333 0.33216 -0.51057 -0.413 -0.114 0.487
H -5.57780 0.47119 4.08570 0.050 0.275 -0.211
H 1.96555 3.50094 -2.24725 0.475 0.238 -0.129
H 1.94441 -1.52279 -6.53130 -0.285 0.156 -0.019
H 4.16657 -3.21351 1.35199 0.012 0.239 0.275
H 3.47381 -2.40832 -0.02003 0.388 0.073 -0.311
O 2.48119 -3.56499 3.36653 0.708 0.575 0.305
C 1.43675 4.98870 4.38207 -0.332 0.233 -0.063
H -0.27296 -0.08744 7.17737 0.221 0.419 0.273
N 2.01394 4.30962 5.57357 -0.467 0.485 0.116
H -5.89170 -4.47806 -0.72562 -0.045 0.350 0.092
H 5.27540 -2.29608 0.34586 -0.156 0.094 -0.305
C 2.48850 5.68710 3.52786 0.388 -0.676 0.175
H 5.25828 0.10999 0.48558 0.074 0.005 0.124
H -2.29901 2.08528 -3.63672 0.012 -0.059 0.066
O -0.68420 0.85357 2.79086 0.377 -0.538 -0.192
C -1.24508 3.91759 2.19659 -0.219 0.038 -0.385
H 4.77872 4.76436 -4.04146 -0.035 -0.028 0.113
H 2.99752 4.79142 -4.18827 0.094 0.228 0.048
H 4.53430 2.62268 0.06216 0.023 -0.096 -0.028
H -0.34019 1.06239 -5.16147 -0.171 0.316 -0.323
C 0.08134 -0.36129 0.57400 -0.177 -0.794 1.137
H -5.13386 -1.62630 3.07987 0.117 0.020 0.177
C 3.71264 2.33133 -3.06624 0.345 1.835 0.970
H 0.81441 5.83801 4.68924 -0.347 -0.345 0.216
C 0.56199 3.99988 3.64433 -0.057 0.395 -1.095
O -1.05176 -1.54547 2.66929 -0.200 -0.647 0.060
H -1.81034 3.37317 2.95784 0.035 -0.174 0.018
H -2.54524 0.40641 4.56496 -0.014 0.168 -0.439
H -1.95112 4.51584 1.62356 0.152 0.241 0.063
H -3.22203 0.61426 2.14420 -0.006 -0.513 -0.219
H 3.08697 6.26261 4.23705 0.111 0.355 -0.408
H -1.64237 -3.17544 -2.18373 -0.020 -0.324 -0.178
H 2.21893 2.31666 5.35035 0.371 -0.151 -0.075
C -2.63682 1.54269 -2.74582 -0.282 0.235 0.715
H -2.28532 2.06203 -1.84712 0.277 -0.012 -0.189
H 0.93766 -3.54098 -4.63743 0.033 0.146 -0.309
O -2.37631 -0.39496 -4.10204 -0.001 0.229 0.228
H -4.39858 1.83555 2.39268 -0.137 0.139 0.412
H 6.07035 2.73979 -4.62227 -0.205 0.119 0.262
C 4.25684 -2.31736 0.73843 -0.373 -0.099 0.085
H 1.18061 3.33955 3.01640 0.136 -0.209 0.143
C 3.84163 1.21878 1.67315 -0.879 1.392 0.189
H 3.10384 3.12178 0.96856 0.106 0.198 -0.126
N 2.78810 2.24483 -5.29626 0.094 -0.828 0.723
H -1.00275 0.11046 -2.65370 0.003 0.298 0.289
H 2.18247 0.47139 7.34938 0.108 -0.139 -0.181
H -4.05990 0.69032 -0.17551 0.149 0.362 0.400
H 1.85757 -3.08975 -6.87799 -0.148 0.046 -0.184
H 4.44217 2.11272 3.39893 -0.223 -0.091 0.199
H 2.77166 1.18414 1.89873 -0.032 -0.317 -0.257
H 5.45891 0.97655 2.91425 -0.167 0.133 -0.026
H 1.27674 1.90722 7.15568 -0.612 -0.097 -0.055
O -5.18464 0.19298 1.51021 -0.134 -0.593 -0.460
H -4.88794 -1.61201 4.68904 -0.086 0.152 -0.042
H 4.09404 1.32323 -2.90219 -0.304 -0.236 -0.446
H 4.41376 2.97357 -2.51000 0.008 -0.179 0.104
C -3.56166 0.75618 4.76188 0.114 -0.202 0.652
H -0.04052 -1.79095 5.69607 -0.348 0.210 0.076
H -3.22936 -4.41473 1.51327 0.168 0.250 0.391
F 0.89227 -1.36405 0.20387 -0.063 0.079 -0.216
C 0.62892 1.25073 -5.63915 -0.391 -1.053 0.312
F 0.62188 0.78356 0.19964 -0.090 0.106 -0.101
C -4.28081 0.74598 2.41009 0.116 0.479 -0.073
H 1.72039 -7.13454 2.46208 0.183 0.023 -0.060
O -6.18771 -5.32690 1.12059 0.413 -0.028 0.287
H 2.45319 5.06988 6.09978 0.449 -0.517 -0.030
O -0.80692 -2.70137 -3.97917 -0.495 -0.548 -0.095
O 0.70788 -1.20463 5.79593 1.756 0.688 0.012
H 0.45567 -3.39383 3.24356 0.075 0.305 -0.186
H -0.49101 -1.44449 -6.44922 -0.338 -0.083 0.547
C 0.99903 -5.43788 3.08714 -0.881 -0.277 0.324
H -4.53227 -5.36424 -0.12479 0.186 0.103 0.243
C -5.06255 0.81345 0.25551 0.113 -0.158 -1.173
H 5.27556 1.18203 -4.74092 -0.193 -0.135 -0.272
H -0.03693 -4.46998 -6.83633 0.224 0.176 -0.155
H -2.00015 -1.29899 -4.16203 -0.065 0.524 0.132
C 1.24404 -3.97954 2.78362 -0.137 -0.979 0.173
H -0.76717 3.21457 1.51139 -0.050 -0.248 0.025
Li -2.78252 -2.41136 3.31370 -0.280 0.534 -0.813
H 3.16577 5.02841 2.97327 -0.055 -0.273 0.278
H -5.69859 -3.00533 1.35734 0.111 0.485 -0.315
C -0.66709 -3.57937 -6.80115 -0.926 0.059 0.337
H -0.03756 -5.72648 2.85500 0.076 0.291 -0.446
H -0.12999 -4.11373 -2.55427 -0.099 0.029 -0.118
H -5.94986 -7.31714 0.49232 0.192 0.171 -0.153
H 0.31454 2.00213 -2.99107 0.009 0.109 -0.141
C -5.34075 -4.68632 0.20230 -0.243 -0.586 -0.333
H -7.25455 -6.36442 -0.28792 -0.138 -0.223 -0.035
H 1.20667 4.10793 6.17141 0.109 -0.049 -0.118
C 2.32954 2.49474 -2.44939 -0.097 -1.404 -0.121
F -1.11321 -0.53699 0.02016 0.223 0.233 -0.208
H 1.25863 -3.87196 1.69646 -0.005 0.363 0.057
H -0.10863 -2.35196 -2.12796 0.269 -0.410 0.375
C 0.68006 3.62541 -5.02054 0.368 -0.175 -0.068
C -4.56771 0.19297 3.76700 0.192 0.079 1.406
O 1.92141 -6.20000 2.33905 0.090 -0.014 0.234
Ba 3.42085 -1.01909 4.39263 -1.302 0.168 -0.665
N 1.33407 -2.21825 -6.95306 0.045 -0.333 0.115
C -6.71288 -6.54694 0.64139 -0.138 -0.023 0.287
H 2.03051 6.31192 2.76632 -0.145 0.251 0.249
C -4.14286 -2.52099 -0.15690 -0.684 0.213 0.759
H 1.02079 -1.80338 -4.30297 -0.097 0.065 -0.398
C 1.53395 0.98902 6.63032 0.580 -0.622 0.041
N -3.85138 -3.73305 1.96693 -0.041 -1.116 -0.151
N -4.49907 -1.28712 3.80731 0.254 -0.306 -0.567
H 4.02051 4.64931 -5.62566 -0.079 0.115 0.008
C 5.18037 2.23207 -5.00494 0.167 0.781 -0.551
O -4.05050 1.60676 -2.60415 -0.132 -0.370 -0.275
H -1.08611 -3.35456 -7.77948 0.264 -0.113 -0.139
C -4.82304 -3.43253 0.86005 0.462 0.307 0.251
H -7.36894 -6.90827 1.42795 -0.255 -0.026 -0.170
C 4.07416 2.63462 1.04944 -0.239 -0.777 -0.105
H 3.17426 -4.20898 3.16140 -0.380 -0.198 -0.112
O 2.29607 1.33774 5.46305 -0.133 -0.179 0.160
C 0.34733 0.10462 6.29850 -1.398 -0.176 0.038
H 2.33553 1.94621 -1.50142 -0.081 0.267 0.207
H -0.30000 0.60899 5.57408 0.189 0.013 -0.172
H -3.75278 0.42146 5.78794 -0.349 0.072 -0.095
C 1.39638 2.27050 -4.81212 -0.197 0.499 -0.861
O 2.85005 2.68556 -6.63396 -0.040 0.094 -0.119
H 0.50143 1.48947 -6.69230 -0.068 0.297 0.070
C 0.39213 -2.58933 -4.75768 -0.626 -0.247 1.002
O 1.21477 -0.68943 2.94475 -0.168 -0.084 -0.343
H -3.37405 -3.06526 -0.70500 -0.149 0.006 -0.232
```
Positions in Å, forces in eV/Å.

Values from the calculation:
Largest force on an atom = 2.24 eV Å⁻¹
Frontier orbital gap = 6.2 eV
E_tot = -98352.8592 eV
Total charge = +2
Spin multiplicity = 1
LUMO energy = -0.187 hartree
Molecular weight = 1082.49 g mol⁻¹